ORCA calculation (wB97M-V/def2-TZVPD) on 18 unconnected molecules or ions with the total composition C28H78O32 at a distorted geometry.

Last column: Löwdin charge in e.
CARTESIAN COORDINATES (ANGSTROEM)
O: -4.51605 -0.95455 0.94699  -0.048
H: -3.81824 -0.33817 1.16915  -0.015
H: -4.89259 -0.60922 0.13755  0.003
O: 0.55210 2.69122 -5.23071  -0.051
H: 0.03707 1.88491 -5.26002  -0.013
H: 0.77959 2.86400 -6.14428  0.046
O: -0.71578 4.57735 -3.37816  -0.039
H: -0.71882 5.34940 -3.94398  0.065
H: -0.63988 3.83802 -3.98138  0.010
O: 0.62807 0.62341 5.03722  -0.062
H: 1.27903 -0.05897 5.20105  -0.039
H: 0.02523 0.23304 4.40444  0.009
O: -2.86066 3.14041 -1.86123  -0.038
H: -2.48868 3.84446 -2.39244  0.004
H: -2.21003 2.43953 -1.90213  -0.018
O: 3.57845 2.23937 -2.71436  -0.069
H: 3.48502 2.66935 -3.56444  0.024
H: 2.98494 2.71886 -2.13637  -0.017
O: 1.53168 4.17537 -1.64404  -0.063
H: 1.48828 5.03467 -1.22457  -0.013
H: 0.73043 4.12186 -2.16495  -0.007
O: -1.48422 0.87012 -4.83431  -0.042
H: -2.11441 0.95871 -5.54933  0.058
H: -1.27312 -0.06330 -4.81475  -0.013
O: 3.04846 -4.08162 3.55061  -0.047
H: 2.74122 -4.98809 3.56297  0.032
H: 2.81249 -3.73647 4.41166  0.019
O: 2.76161 -0.81309 5.02073  -0.042
H: 3.65735 -0.47612 5.00237  -0.002
H: 2.82889 -1.64843 5.48323  0.053
O: 3.22439 -2.50547 -0.90762  -0.041
H: 3.82668 -1.96788 -1.42188  0.032
H: 3.69621 -2.68302 -0.09393  0.034
C: 0.19415 1.33325 -1.82140  -0.055
C: -0.74462 0.45941 -1.13603  -0.266
O: -0.20907 -0.14379 -0.01235  0.045
C: -0.86670 -0.16731 1.18341  -0.472
O: -1.94112 0.36874 1.42398  0.102
O: -0.18254 -0.84291 2.14073  0.001
C: 1.15469 -1.35317 1.92987  -0.014
H: 0.57175 2.01862 -1.06259  0.090
H: -0.28075 1.86803 -2.64395  0.064
H: 0.97072 0.78865 -2.35848  0.074
H: -0.97162 -0.36974 -1.80618  0.119
H: -1.73121 0.92272 -1.12622  0.118
H: 1.50390 -1.61063 2.92981  0.073
H: 1.79762 -0.65382 1.39541  0.088
H: 1.20593 -2.33818 1.46595  0.068
C: -3.44919 2.01622 3.46249  -0.072
C: -3.63605 0.71993 4.13593  -0.232
O: -3.11750 0.65914 5.48725  0.007
C: -3.92428 0.65848 6.58989  -0.503
O: -5.15634 0.56998 6.63991  0.098
O: -3.12809 0.70755 7.69968  -0.044
C: -1.72707 0.84824 7.73964  -0.051
H: -3.97272 2.75014 4.07517  0.089
H: -3.90820 1.89925 2.48080  0.086
H: -2.42147 2.37700 3.42083  0.062
H: -3.22310 -0.13786 3.60512  0.110
H: -4.69410 0.49000 4.01039  0.126
H: -1.52901 1.71654 7.11120  0.095
H: -1.38464 -0.13691 7.42290  0.098
H: -1.41207 1.13002 8.74437  0.091
C: 4.37989 1.00124 1.59388  -0.031
C: 5.60284 0.12467 2.08529  -0.149
O: 6.37084 0.87523 3.03017  0.052
C: 5.98406 0.96050 4.26161  -0.551
O: 4.94615 0.55628 4.76397  0.095
O: 6.90965 1.73940 4.89377  -0.008
C: 6.73357 2.06250 6.26907  -0.038
H: 4.64926 2.00987 1.28050  0.083
H: 3.70912 1.11504 2.44548  0.068
H: 3.88712 0.49467 0.76402  0.062
H: 6.21182 -0.03460 1.19542  0.119
H: 5.39736 -0.82602 2.57730  0.125
H: 6.03346 2.89715 6.30514  0.100
H: 7.75276 2.23852 6.61311  0.100
H: 6.23988 1.28893 6.85726  0.091
C: 0.10622 4.06041 3.06368  -0.046
C: 0.79212 4.56646 1.77972  -0.216
O: 0.83994 5.94957 1.97069  0.015
C: 1.05360 6.82095 0.94524  -0.512
O: 1.17657 6.46679 -0.23251  0.086
O: 0.93161 8.04116 1.43104  0.023
C: 0.88533 9.15445 0.51554  -0.021
H: 0.10092 2.97113 3.02416  0.064
H: -0.89270 4.49414 3.10972  0.079
H: 0.57948 4.31395 4.01228  0.082
H: 0.26031 4.28258 0.87160  0.120
H: 1.82260 4.22221 1.69198  0.126
H: 1.91642 9.32061 0.20356  0.094
H: 0.53483 10.06800 0.99582  0.096
H: 0.36011 8.98131 -0.42376  0.095
C: 0.50002 -5.42061 0.66810  -0.029
C: 0.19090 -4.33165 -0.41879  -0.221
O: -0.78915 -4.80986 -1.27908  0.020
C: -0.59206 -5.70053 -2.26198  -0.494
O: -1.46135 -6.09966 -3.02815  0.118
O: 0.77107 -5.84388 -2.43368  -0.037
C: 1.22617 -6.61427 -3.54207  -0.041
H: -0.44578 -5.89523 0.92943  0.081
H: 0.93166 -5.07464 1.60730  0.057
H: 1.11830 -6.17003 0.17396  0.071
H: 1.13940 -4.05242 -0.87756  0.104
H: -0.10593 -3.40620 0.07471  0.107
H: 0.85088 -7.63692 -3.58024  0.097
H: 2.30963 -6.70685 -3.46688  0.094
H: 1.02929 -6.12966 -4.49836  0.086
C: -3.87056 -3.91814 -2.04212  -0.039
C: -3.22298 -2.51495 -1.85912  -0.182
O: -3.55781 -1.67829 -2.98022  -0.014
C: -4.58527 -0.74919 -2.90580  -0.454
O: -5.32561 -0.67211 -1.97100  0.143
O: -4.43929 0.11209 -4.03205  -0.060
C: -5.19945 1.29472 -4.21427  -0.060
H: -4.93593 -3.79250 -2.23531  0.079
H: -3.78118 -4.50399 -1.12730  0.083
H: -3.45886 -4.50689 -2.86186  0.040
H: -2.15549 -2.73042 -1.81272  0.099
H: -3.50093 -1.99667 -0.94138  0.098
H: -5.07078 1.94196 -3.34673  0.087
H: -6.23362 0.96174 -4.12644  0.088
H: -5.10606 1.80752 -5.17156  0.093
C: -2.04404 -5.46836 -6.40608  -0.031
C: -1.96854 -4.23923 -5.42624  -0.187
O: -0.59268 -3.95596 -5.18223  0.046
C: -0.24808 -2.73622 -4.79564  -0.477
O: -0.95964 -1.71816 -4.83100  0.081
O: 1.04949 -2.77448 -4.35222  0.009
C: 1.55752 -1.56415 -3.87006  -0.053
H: -2.96852 -6.04556 -6.38947  0.076
H: -1.25920 -6.18592 -6.16684  0.066
H: -1.91750 -5.11476 -7.42934  0.069
H: -2.54046 -4.35811 -4.50598  0.084
H: -2.53106 -3.37621 -5.78244  0.122
H: 1.53454 -0.78476 -4.63171  0.107
H: 2.57802 -1.68349 -3.50614  0.090
H: 1.05377 -1.27144 -2.94885  0.082


ORCA calculation (wB97M-V/def2-TZVPD) on 17 unconnected molecules or ions with the total composition C28H79FNO16Si at a distorted geometry.

Net charge: +1

Last column: Löwdin charge in e.
CARTESIAN COORDINATES (ANGSTROEM)
C: 0.35433 1.13910 1.60242  -0.192
Si: -0.40787 1.41454 -0.11969  0.561
C: -2.29725 1.21401 -0.19834  -0.175
C: 0.01354 3.23877 -0.59678  -0.176
C: 0.34290 0.33577 -1.52625  -0.128
C: 0.42077 0.95237 -2.91736  -0.004
C: 0.95741 0.24075 -4.11460  0.004
C: 1.48403 -1.11613 -3.94715  0.005
C: 1.41501 -1.73526 -2.59800  -0.110
C: 1.95101 -3.12407 -2.42103  0.059
C: 1.87616 -3.72961 -1.10153  0.026
N: 1.28988 -3.04720 -0.03168  -0.070
F: 1.23616 -3.71115 1.14748  0.082
C: 0.77144 -1.76285 -0.09147  0.114
C: 0.84139 -1.06416 -1.38400  -0.100
H: -0.32427 0.47290 2.24610  0.027
H: 0.34834 2.15064 2.11567  0.047
H: 1.39063 0.69505 1.59492  0.038
H: -2.81417 2.13592 0.17662  0.050
H: -2.68788 0.25847 0.26266  0.034
H: -2.56068 1.13371 -1.30102  0.037
H: 0.14607 3.83558 0.35433  0.044
H: 1.05265 3.18828 -1.05172  0.047
H: -0.74552 3.67108 -1.29120  0.009
H: 0.04252 2.00104 -3.06079  0.077
H: 0.98059 0.69504 -5.14092  0.113
H: 1.91561 -1.73509 -4.78015  0.125
H: 2.41514 -3.63349 -3.30071  0.108
H: 2.28425 -4.74735 -0.91068  0.145
H: 0.33976 -1.37153 0.86024  0.142
C: -2.30278 -1.24148 4.27150  -0.138
O: -1.20165 -0.35237 4.09672  -0.153
H: -2.89456 -1.25443 3.35724  0.078
H: -1.93217 -2.24808 4.47645  0.075
H: -2.92524 -0.89782 5.09922  0.072
H: -0.69521 -0.35925 4.91756  0.072
C: -2.63259 2.85838 -4.34889  -0.128
O: -1.91047 3.13701 -3.15228  -0.181
H: -2.10744 2.07904 -4.90065  0.078
H: -3.63837 2.51105 -4.10254  0.084
H: -2.69181 3.75918 -4.96401  0.083
H: -2.39965 3.83025 -2.68961  0.074
C: -4.73893 -4.73376 4.16369  -0.123
O: -3.99929 -3.70193 3.50440  -0.148
H: -5.66534 -4.30895 4.55011  0.082
H: -4.97180 -5.52907 3.45002  0.044
H: -4.15211 -5.13633 4.99373  0.084
H: -3.18812 -4.10273 3.17298  0.073
C: 2.03214 3.55883 -5.24134  -0.150
O: 0.79542 3.26303 -5.88160  -0.135
H: 2.78227 2.84615 -5.57641  0.071
H: 2.35188 4.56882 -5.50556  0.077
H: 1.91262 3.47621 -4.15651  0.070
H: 0.15113 3.90820 -5.56710  0.071
C: -1.36914 -6.83711 0.68538  -0.153
O: -1.63804 -5.86066 -0.31433  -0.126
H: -1.94814 -7.73206 0.46568  0.073
H: -0.30482 -7.08668 0.68238  0.076
H: -1.66014 -6.44967 1.66524  0.074
H: -1.11667 -5.08001 -0.09930  0.048
C: 1.32379 3.02227 5.23339  -0.156
O: 1.04408 3.98369 4.22104  -0.126
H: 0.74133 2.12306 5.03425  0.067
H: 2.38976 2.77438 5.21854  0.080
H: 1.04740 3.42070 6.20813  0.059
H: 1.56904 4.76745 4.41783  0.077
C: -4.84870 -2.49525 -0.24076  -0.163
O: -5.36236 -1.92228 0.95151  -0.129
H: -4.94807 -1.77011 -1.04774  0.077
H: -3.79094 -2.74568 -0.10858  0.062
H: -5.41339 -3.39616 -0.49460  0.074
H: -5.26346 -2.58271 1.65057  0.048
C: -1.17078 6.98551 -2.37710  -0.156
O: -2.40814 6.67607 -3.00966  -0.134
H: -0.42009 6.26959 -2.70989  0.071
H: -0.85471 7.99407 -2.65341  0.079
H: -1.28001 6.91503 -1.29199  0.078
H: -3.05507 7.32063 -2.70077  0.079
C: -5.13953 -7.29312 0.90196  -0.121
O: -4.79917 -7.00956 2.25641  -0.154
H: -5.52376 -6.38590 0.43874  0.082
H: -4.25078 -7.62628 0.36186  0.062
H: -5.90778 -8.06861 0.86952  0.084
H: -4.46223 -7.82626 2.64371  0.091
C: 1.67234 1.53753 9.29223  -0.146
O: 1.39169 2.50466 8.28462  -0.148
H: 1.08838 0.64132 9.08781  0.079
H: 2.73574 1.28585 9.27987  0.078
H: 1.39595 1.93163 10.27256  0.080
H: 1.91854 3.28662 8.48688  0.081
C: -5.74623 -0.08966 5.16588  -0.158
O: -6.39159 -1.03232 4.32201  -0.119
H: -6.38159 0.78945 5.26105  0.082
H: -5.58660 -0.52961 6.15445  0.080
H: -4.78946 0.20247 4.72662  0.057
H: -5.81011 -1.79929 4.25376  0.046
C: 5.36443 -3.63904 -4.08120  -0.146
O: 4.33595 -4.62198 -4.17662  -0.148
H: 5.15006 -2.83986 -4.78905  0.081
H: 5.39225 -3.22682 -3.06898  0.074
H: 6.32917 -4.08742 -4.32563  0.083
H: 4.54773 -5.31768 -3.54335  0.081
C: 5.28684 5.10880 -6.76580  -0.159
O: 4.79475 3.77798 -6.75267  -0.146
H: 5.96118 5.24071 -5.92095  0.081
H: 5.83363 5.29507 -7.69496  0.074
H: 4.45521 5.81401 -6.67710  0.073
H: 4.20015 3.68637 -7.51019  0.046
C: 2.33947 -0.27841 4.15390  -0.174
O: 2.64606 -0.66489 5.48799  -0.113
H: 2.50644 -1.12944 3.49417  0.064
H: 1.29459 0.02857 4.09108  0.036
H: 2.99017 0.54687 3.85235  0.086
H: 2.49131 0.10356 6.05157  0.070
C: 5.28347 -2.24828 3.41082  -0.176
O: 6.00706 -1.99469 4.60296  -0.113
H: 5.80663 -3.01458 2.83992  0.079
H: 4.27920 -2.60397 3.65877  0.063
H: 5.22067 -1.33216 2.81578  0.075
H: 5.52517 -1.31561 5.09052  0.069
C: 2.55192 5.49298 -9.75837  -0.135
O: 3.42092 4.43444 -9.36867  -0.138
H: 1.52377 5.14109 -9.69453  0.082
H: 2.68342 6.34699 -9.08916  0.077
H: 2.76840 5.79025 -10.78662  0.081
H: 4.32351 4.76906 -9.43422  0.070


| no. | lowest unoccupied orbital energy (eV) | molecular weight (g/mol) | HOMO level (eV) |
| --- | --- | --- | --- |
| 1 | -0.08 | 926.900 | -10.0 |
| 2 | -4.28 | 733.015 | -11.5 |